# C26H34Cl3FeN4O4SSb

A structure of composition C26H34Cl3FeN4O4SSb in a non-equilibrium geometry (wB97M-V/def2-TZVPD, the OMol25 dataset).

Structure (XYZ):
```
74
Properties=species:S:1:pos:R:3:mulliken_spin:R:1
Fe -2.4287 1.2171 -1.0103 3.776
N -3.5379 3.0285 0.1198 0.017
C -3.0751 4.1940 -0.6535 -0.016
C -3.1732 3.8738 -2.1638 0.011
O -3.8225 4.5954 -2.9120 0.022
N -2.4723 2.7840 -2.4682 0.082
C -2.5471 2.2526 -3.8063 0.011
C -2.6078 0.7041 -3.6307 -0.027
O -1.8753 -0.0282 -4.2869 0.007
O -3.3686 0.3004 -2.6922 0.072
H -4.5272 2.8943 -0.0884 0.002
H -3.4513 3.2295 1.1120 0.001
H -2.0282 4.3864 -0.4060 0.000
H -3.6699 5.0884 -0.4438 0.000
H -1.6488 2.4973 -4.3842 0.001
H -3.4200 2.6408 -4.3439 -0.003
C -1.0122 -4.5491 -3.1179 -0.002
C -1.8274 -3.2812 -3.2834 0.014
Sb -1.4233 -1.7268 -1.7791 -0.008
C 0.3380 -2.6956 -0.8344 0.009
C 1.6139 -2.3600 -1.5816 0.000
C -2.8438 -2.4368 -0.2424 -0.003
C -2.8368 -3.9347 -0.0024 0.000
H -1.2585 -5.2637 -3.9036 0.001
H -1.2086 -5.0262 -2.1605 0.000
H 0.0510 -4.3298 -3.1826 0.000
H -2.8972 -3.4857 -3.2396 0.001
H -1.6151 -2.8103 -4.2402 0.000
H 0.1984 -3.7718 -0.8016 -0.001
H 0.4030 -2.3301 0.1894 0.000
H 1.4737 -2.4387 -2.6575 0.000
H 2.4219 -3.0340 -1.2980 0.000
H 1.9285 -1.3437 -1.3591 0.001
H -3.8293 -2.1071 -0.5703 0.000
H -2.6011 -1.9012 0.6789 0.007
H -3.0949 -4.4708 -0.9127 0.000
H -3.5639 -4.2094 0.7637 0.000
H -1.8559 -4.2685 0.3301 0.000
Cl 2.8729 -5.0035 1.4054 0.000
C 2.9848 -3.2937 1.5493 0.000
C 1.9701 -2.5737 2.1582 0.000
C 2.0703 -1.1977 2.2370 -0.001
C 3.1786 -0.5157 1.7484 0.000
C 3.2787 0.9908 1.8810 0.000
C 3.2220 1.6884 0.4997 0.000
N 2.0042 1.4434 -0.2251 -0.003
C 1.9109 1.3305 -1.5852 0.011
C 0.5877 1.1885 -1.8738 0.034
N -0.1299 1.2088 -0.7098 0.015
C 0.7468 1.3672 0.2542 -0.016
O 2.2434 1.3944 2.7434 0.000
C 2.2573 2.7318 3.2125 0.000
C 1.0870 2.8447 4.1428 0.000
C 1.1330 2.5087 5.4667 0.000
Cl 2.5113 2.0127 6.3417 0.000
S -0.4099 2.6409 6.2378 0.000
C -1.1288 3.1289 4.7535 0.000
C -0.2297 3.1914 3.7412 0.000
C 4.1943 -1.2676 1.1630 0.000
Cl 5.6329 -0.5110 0.5627 0.000
C 4.0998 -2.6440 1.0426 0.000
H 1.1088 -3.0857 2.5565 0.000
H 1.2735 -0.6347 2.6947 0.000
H 4.2615 1.2450 2.3191 0.000
H 4.0608 1.3395 -0.1050 0.000
H 3.3486 2.7677 0.6436 0.000
H 2.7767 1.3519 -2.2153 0.001
H 0.0990 1.0650 -2.8203 -0.008
H 0.5150 1.4025 1.2987 -0.008
H 2.1415 3.4463 2.3856 0.000
H 3.1991 2.9447 3.7387 0.000
H -2.1800 3.3355 4.7275 0.000
H -0.4818 3.4770 2.7353 0.000
H 4.8836 -3.2037 0.5568 0.000
```

Results
Lowest unoccupied orbital energy (alpha / beta): -0.3 / -0.4 eV
2S+1: 5
F_max: 2.00 eV/Å
HOMO-LUMO gap (alpha / beta): 7.10 / 7.09 eV
E_tot: -130991.0791 eV

***

# C26H34F3GeN5O3S5SbTi

A structure of composition C26H34F3GeN5O3S5SbTi (wB97M-V/def2-TZVPD, the OMol25 dataset).

Structure (XYZ):
```
79
Properties=species:S:1:pos:R:3:mulliken_charge:R:1
Ti -0.7876 -0.6029 -0.3528 -0.528
S 3.2126 -4.6326 -1.0712 -0.678
Sb 3.9941 -3.3347 0.6011 0.435
S 1.0710 -1.5935 0.6430 0.863
S -0.3240 -2.8584 -0.0981 -0.573
S 3.1274 -3.9297 2.6165 -0.657
O -1.6306 -0.5206 1.5107 -0.223
C -1.2498 -0.7052 2.6907 0.551
C -1.6629 -1.9330 3.4469 -0.977
C -0.4744 -2.8989 3.6508 -0.130
C 0.4489 -2.4941 4.7945 -0.911
C 1.1487 -1.1584 4.5864 -0.114
C 0.2013 0.0344 4.5573 -0.947
N -0.4945 0.2042 3.2769 0.062
H -2.4569 -2.3967 2.8656 0.299
H -2.0648 -1.6414 4.4231 0.520
H 0.0936 -2.9851 2.7242 -0.107
H -0.8921 -3.8862 3.8543 0.312
H 1.2123 -3.2633 4.9183 0.412
H -0.1345 -2.4609 5.7262 0.320
H 1.7230 -1.1904 3.6554 -0.068
H 1.8827 -1.0043 5.3818 0.386
H 0.7496 0.9624 4.7141 0.475
H -0.5488 -0.0305 5.3518 0.298
H -0.1638 0.9337 2.6522 0.055
C -1.5943 0.9128 -3.9432 -0.951
N -1.2434 -0.4593 -4.2678 -0.113
C -0.2720 -1.1389 -3.6414 -0.407
S 0.7377 -0.4054 -2.4546 -0.364
N -0.1090 -2.4144 -3.9633 -0.061
C 0.8896 -3.2998 -3.3618 -0.572
H -2.1469 0.9798 -3.0062 0.195
H -2.2050 1.3059 -4.7553 0.379
H -0.6933 1.5152 -3.8528 0.314
H -1.9937 -1.0320 -4.6301 0.320
H -0.8767 -2.8512 -4.4536 0.328
H 1.8831 -2.8712 -3.4572 0.279
H 0.8575 -4.2440 -3.9016 0.327
H 0.6990 -3.4649 -2.3025 0.019
N -3.7362 0.5515 -0.4132 0.039
C -4.6169 1.3870 0.1495 -0.407
C -3.9057 2.4871 0.5766 -1.140
C -2.5819 2.2087 0.2198 -0.144
N -2.4842 1.0341 -0.3886 0.636
H -3.8938 -0.3421 -0.8516 -0.117
H -5.6644 1.1409 0.1962 0.483
H -4.2892 3.3596 1.0764 0.428
H -1.6984 2.7892 0.3979 0.095
Ge 0.7977 1.5452 0.1605 0.355
C 2.7244 1.3437 0.5181 -0.119
C 3.5545 0.4828 -0.1969 0.361
C 4.9234 0.4408 0.0455 -0.996
C 5.4878 1.2565 1.0126 -0.446
C 4.6761 2.1166 1.7421 -0.656
C 3.3121 2.1586 1.4917 -0.665
C 0.7949 3.0284 -1.1747 0.401
C 0.0435 4.1991 -1.0756 0.217
C 0.0847 5.1847 -2.0565 -0.774
C 0.8997 5.0277 -3.1671 -0.414
C 1.6853 3.8865 -3.2716 -0.701
C 1.6338 2.9096 -2.2874 -0.291
H 0.3291 2.2890 1.4798 -0.148
H 3.1385 -0.1909 -0.9383 0.579
H 5.5386 -0.2565 -0.5090 0.487
H 6.5525 1.2129 1.2093 0.365
H 5.1040 2.7535 2.5083 0.367
H 2.6938 2.8423 2.0660 0.319
H -0.5733 4.3913 -0.2048 0.308
H -0.5146 6.0806 -1.9416 0.373
H 0.9379 5.7918 -3.9341 0.370
H 2.3469 3.7555 -4.1202 0.392
H 2.2646 2.0343 -2.3932 0.302
F -3.6277 -2.7747 0.0972 -0.205
C -4.0111 -2.8641 -1.1799 0.363
F -4.2956 -4.1308 -1.4601 -0.279
F -5.1747 -2.1475 -1.2861 -0.299
C -2.9981 -2.2303 -2.1812 0.074
O -3.1081 -2.5822 -3.3431 -0.653
O -2.2632 -1.3166 -1.7006 1.373
```

Results
Relative energy (zero: lowest compared OMol25 entry of this formula, charge and spin): 2.157 eV
Lowest unoccupied orbital energy: 2.0 eV
F_max: 0.61 eV/Å
HOMO-LUMO gap: 5.84 eV
E_tot: -189611.9373 eV
Total charge: -1

***

# C26H34FeIN5O3

A structure of composition C26H34FeIN5O3 in a non-equilibrium geometry (wB97M-V/def2-TZVPD, the OMol25 dataset).

Structure (XYZ):
```
70
Properties=species:S:1:pos:R:3:nbo_charge:R:1
Fe 0.2055 -0.0068 0.4864 1.373
C 2.2920 1.2592 2.3415 -0.411
N 1.7572 -0.1124 2.3985 -0.457
C 1.3175 -0.3730 3.7963 -0.218
C -0.0554 0.1792 4.1595 -0.420
C -1.1424 -0.1777 3.1491 -0.220
N -0.9571 0.6560 1.9691 -0.450
C -1.7521 1.6473 1.8154 0.224
C -1.6000 2.6672 0.8146 -0.255
C -2.5742 3.6601 0.6627 -0.120
C -2.3939 4.6926 -0.2307 -0.259
C -1.2036 4.7587 -0.9565 -0.138
C -0.2250 3.7956 -0.8202 -0.323
C -0.4153 2.7095 0.0482 0.462
O 0.5106 1.7774 0.1249 -0.756
C 2.8206 -1.0643 2.0533 -0.228
C 2.3436 -2.5186 1.9694 -0.426
C 0.8459 -2.7985 1.8681 -0.228
N 0.0571 -2.1024 0.8431 -0.514
C -0.7249 -2.8800 0.1706 0.159
C -1.7025 -2.5060 -0.7947 -0.224
C -2.3992 -3.5154 -1.4958 -0.138
C -3.4179 -3.1978 -2.3515 -0.267
C -3.7749 -1.8479 -2.5060 -0.134
C -3.1132 -0.8471 -1.8403 -0.271
C -2.0446 -1.1509 -0.9719 0.390
O -1.4607 -0.1869 -0.3246 -0.684
H 3.1104 1.3807 3.0605 0.191
H 1.5062 1.9771 2.5622 0.219
H 2.6657 1.4757 1.3443 0.214
H 2.0764 0.0496 4.4659 0.205
H 1.3269 -1.4439 3.9755 0.202
H -0.0163 1.2658 4.2606 0.215
H -0.3356 -0.2105 5.1401 0.235
H -2.1276 -0.0105 3.5904 0.209
H -1.0923 -1.2206 2.8453 0.202
H -2.5732 1.7690 2.5240 0.192
H -3.4747 3.6070 1.2635 0.217
H -3.1541 5.4498 -0.3575 0.229
H -1.0409 5.5835 -1.6387 0.226
H 0.7075 3.8647 -1.3680 0.223
H 3.6507 -0.9908 2.7678 0.197
H 3.2139 -0.7525 1.0920 0.218
H 2.6493 -3.0676 2.8636 0.228
H 2.8757 -2.9933 1.1424 0.225
H 0.3684 -2.5726 2.8202 0.197
H 0.7357 -3.8790 1.7397 0.205
H -0.6467 -3.9559 0.3500 0.186
H -2.1219 -4.5514 -1.3363 0.213
H -3.9514 -3.9706 -2.8854 0.229
H -4.5962 -1.5898 -3.1627 0.226
H -3.3981 0.1910 -1.9470 0.231
C -0.1065 1.7277 -4.6553 -0.636
C -0.4742 0.7151 -3.5881 -0.053
O 0.3506 0.8284 -2.4316 -0.748
H -0.6756 1.5514 -5.5688 0.223
H 0.9557 1.6646 -4.8942 0.214
H -0.3296 2.7427 -4.3183 0.203
H -0.3341 -0.3024 -3.9578 0.173
H -1.5248 0.8244 -3.3029 0.162
H 0.3988 1.7548 -2.1755 0.476
I 5.0143 -0.0282 -3.3530 0.234
C 3.3879 -0.6705 -2.2677 -0.288
C 2.7325 -1.8797 -2.3641 -0.030
N 1.7550 -1.8651 -1.4461 -0.304
N 1.7343 -0.7199 -0.7548 -0.336
C 2.7159 0.0175 -1.2558 -0.003
H 2.8919 -2.7259 -3.0100 0.246
H 1.0621 -2.5694 -1.2622 0.430
H 2.8951 1.0128 -0.8844 0.238
```

Results
Relative energy (zero: lowest compared OMol25 entry of this formula, charge and spin): 0.955 eV
Lowest unoccupied orbital energy (alpha / beta): -3.3 / -3.1 eV
2S+1: 2
F_max: 2.41 eV/Å
HOMO-LUMO gap (alpha / beta): 7.48 / 7.66 eV
E_tot: -83589.0732 eV
Total charge: +1

***

# C26H34N2O4

An isolated molecule of C26H34N2O4 (wB97M-V/def2-TZVPD, the OMol25 dataset).

Structure (XYZ):
```
66
Properties=species:S:1:pos:R:3:nbo_charge:R:1
C 0.1517 2.4566 -2.3492 -0.639
C -0.5532 2.9999 -1.1106 -0.067
O -1.7407 2.2960 -0.8090 -0.499
C -1.6735 1.0574 -0.2624 0.360
C -0.5162 0.4414 0.1964 -0.311
C -0.5811 -0.8155 0.7819 -0.107
C -1.7931 -1.4761 0.8908 -0.267
C -2.9612 -0.8828 0.4219 0.269
C -2.9114 0.3971 -0.1358 0.159
O -4.0422 1.0431 -0.5927 -0.516
C -4.9332 1.4734 0.4283 -0.060
C -4.3329 2.5685 1.3012 -0.641
H -3.4955 2.1776 1.8759 0.213
H -3.9746 3.3829 0.6769 0.218
H -5.0864 2.9448 1.9879 0.213
H -5.2408 0.6233 1.0513 0.177
H -5.8036 1.8509 -0.1147 0.186
O -4.1315 -1.5863 0.5800 -0.517
C -4.8901 -1.8287 -0.5981 -0.066
C -4.1709 -2.7783 -1.5504 -0.638
H -3.9152 -3.7032 -1.0384 0.209
H -4.8142 -3.0066 -2.3956 0.216
H -3.2561 -2.3178 -1.9190 0.210
H -5.1244 -0.8924 -1.1146 0.191
H -5.8162 -2.2803 -0.2338 0.187
H -1.8581 -2.4518 1.3466 0.228
C 0.6541 -1.4292 1.3636 0.685
O 1.2246 -0.9340 2.3215 -0.638
N 1.0654 -2.5872 0.7992 -0.433
C 0.6590 -3.0574 -0.5014 -0.235
H -0.2695 -2.5733 -0.8016 0.239
C 1.7656 -2.7405 -1.5236 -0.226
N 3.1003 -2.9992 -1.0010 -0.447
C 4.0056 -1.8635 -1.0270 -0.242
C 3.5815 -0.6360 -0.2718 -0.182
C 3.4553 0.5595 -0.8435 -0.206
C 3.1044 1.8100 -0.1824 -0.096
C 2.5984 1.8698 1.1185 -0.156
C 2.2803 3.0872 1.6915 -0.225
C 2.4651 4.2671 0.9886 -0.217
C 2.9702 4.2225 -0.3005 -0.220
C 3.2817 3.0075 -0.8792 -0.194
H 3.6791 2.9787 -1.8848 0.208
H 3.1194 5.1375 -0.8557 0.213
H 2.2158 5.2152 1.4418 0.214
H 1.8818 3.1122 2.6950 0.219
H 2.4315 0.9669 1.6851 0.233
H 3.6703 0.6535 -1.9035 0.196
H 3.3975 -0.7620 0.7837 0.204
H 4.9631 -2.2146 -0.6271 0.205
H 4.1616 -1.6043 -2.0806 0.195
C 3.0979 -3.8169 0.1869 -0.228
C 2.2297 -3.2690 1.3362 -0.244
H 1.9043 -4.0938 1.9829 0.196
H 2.7762 -2.5544 1.9555 0.231
H 4.1257 -3.9392 0.5323 0.213
H 2.7284 -4.8061 -0.1063 0.189
H 1.6077 -3.3529 -2.4223 0.189
H 1.6896 -1.6877 -1.8102 0.202
H 0.4881 -4.1371 -0.4443 0.193
H 0.4403 0.9342 0.1358 0.239
H -0.8914 4.0228 -1.2985 0.192
H 0.1260 3.0142 -0.2504 0.184
H 0.5115 1.4448 -2.1789 0.210
H -0.5389 2.4428 -3.1890 0.214
H 0.9975 3.0930 -2.5914 0.218
```

Results
Relative energy (zero: lowest compared OMol25 entry of this formula, charge and spin): 2.591 eV
Lowest unoccupied orbital energy: 0.8 eV
F_max: 0.67 eV/Å
HOMO-LUMO gap: 8.96 eV
E_tot: -38683.0004 eV

***

Among the records above, which one has the lowest F_max?
C26H34F3GeN5O3S5SbTi

***

Among the records above, which one has the highest F_max?
C26H34FeIN5O3

***

Among the records above, which one has the highest F_max?
C26H34FeIN5O3

***

The highest F_max belongs to which entry?
C26H34FeIN5O3